{"formula": "C34H48N10OSiZn", "method": "wB97M-V/def2-TZVPD", "species": ["Zn", "C", "Si", "C", "N", "C", "C", "C", "C", "C", "C", "C", "C", "C", "C", "C", "C", "C", "C", "C", "C", "C", "H", "H", "H", "H", "H", "H", "H", "H", "H", "H", "H", "H", "H", "H", "H", "H", "H", "H", "H", "H", "H", "H", "H", "H", "C", "N", "C", "C", "N", "C", "C", "N", "C", "C", "N", "C", "N", "C", "C", "C", "N", "C", "H", "H", "H", "H", "H", "H", "H", "H", "H", "H", "H", "H", "H", "H", "H", "H", "H", "H", "H", "H", "H", "H", "H", "H", "O", "N", "C", "C", "N", "C", "N"], "xyz": [[1.165, 0.590, -0.065], [0.726, -0.367, 1.568], [-0.856, -1.286, 1.777], [-1.008, -2.780, 0.629], [-0.708, -2.514, -0.785], [-0.344, -3.669, -1.570], [-1.527, -4.524, -2.010], [-2.690, -3.660, -2.558], [-2.220, -2.230, -2.792], [-1.755, -1.695, -1.416], [-2.347, -0.151, 1.629], [-2.271, 1.192, 2.015], [-3.427, 1.957, 2.156], [-4.677, 1.443, 1.872], [-4.771, 0.143, 1.452], [-3.626, -0.644, 1.360], [-0.864, -1.960, 3.564], [0.142, -2.861, 3.976], [0.256, -3.217, 5.297], [-0.637, -2.717, 6.225], [-1.609, -1.794, 5.869], [-1.711, -1.442, 4.520], [1.580, -0.996, 1.798], [0.710, 0.425, 2.342], [-1.935, -3.302, 0.756], [-0.221, -3.461, 0.988], [0.352, -4.282, -1.002], [0.174, -3.321, -2.454], [-1.892, -5.124, -1.142], [-1.227, -5.241, -2.798], [-3.494, -3.652, -1.823], [-3.053, -4.098, -3.501], [-3.030, -1.554, -3.120], [-1.421, -2.222, -3.562], [-2.664, -1.657, -0.791], [-1.390, -0.676, -1.520], [-1.314, 1.598, 2.259], [-3.343, 2.983, 2.522], [-5.581, 2.026, 2.017], [-5.734, -0.301, 1.212], [-3.787, -1.709, 1.157], [0.802, -3.293, 3.248], [1.062, -3.869, 5.613], [-0.547, -3.002, 7.255], [-2.251, -1.382, 6.644], [-2.496, -0.777, 4.201], [2.354, -1.846, -1.074], [2.162, -1.548, -2.475], [3.207, -1.932, -3.403], [2.694, -1.324, -4.691], [1.942, -0.182, -4.214], [0.975, 0.324, -5.164], [1.617, -0.369, -2.886], [0.946, 0.460, -2.128], [0.726, 1.875, -2.553], [-0.227, 2.562, -1.585], [0.324, 2.495, -0.243], [0.091, 3.431, 0.617], [-0.832, 4.427, 0.495], [-2.131, 4.198, -0.119], [-0.835, 5.235, 1.720], [0.476, 4.863, 2.362], [0.754, 3.560, 1.816], [2.038, 2.966, 2.111], [3.113, -1.188, -0.648], [1.398, -1.696, -0.590], [2.700, -2.879, -0.992], [3.311, -3.016, -3.432], [4.167, -1.534, -3.083], [2.038, -2.015, -5.248], [3.499, -0.973, -5.365], [0.929, -0.324, -6.037], [1.188, 1.325, -5.496], [-0.031, 0.286, -4.764], [0.246, 1.991, -3.523], [1.690, 2.363, -2.576], [-1.190, 2.002, -1.688], [-0.416, 3.585, -1.909], [-2.282, 4.769, -1.026], [-2.918, 4.452, 0.601], [-2.278, 3.153, -0.358], [-1.702, 4.955, 2.335], [-0.885, 6.303, 1.486], [0.404, 4.828, 3.444], [1.277, 5.556, 2.070], [2.048, 2.701, 3.178], [2.847, 3.682, 1.883], [2.240, 2.074, 1.503], [3.178, 1.002, -0.536], [4.057, 1.671, 0.150], [5.339, 1.471, -0.119], [5.830, 0.493, -1.011], [6.133, -0.341, -1.731], [6.257, 2.270, 0.633], [6.988, 2.913, 1.251]], "mulliken_charge": [0.988, -1.194, -0.769, -0.975, 0.768, -0.835, -0.859, -0.731, -0.772, 1.004, 1.022, -0.349, -0.345, -0.761, -0.867, -0.379, 0.642, -0.847, -0.700, -0.456, -0.844, -0.071, 1.146, 0.710, 0.655, 0.528, 0.537, 0.143, 0.254, 0.447, 0.259, 0.425, 0.492, 0.246, -0.042, -1.343, 0.502, 0.489, 0.417, 0.396, 0.360, 0.290, 0.383, 0.387, 0.409, 0.304, -0.849, 0.668, -0.541, -0.747, 0.025, -1.325, -0.254, 0.792, -1.601, -0.724, 0.209, -0.159, 0.087, -1.005, -0.522, -0.675, 0.332, -0.870, 0.040, -0.497, 0.549, 0.315, 0.177, 0.456, 0.394, 0.453, 0.363, 0.426, 0.482, 0.315, 0.287, 0.577, 0.300, 0.393, 0.266, 0.255, 0.329, 0.386, 0.347, 0.276, 0.412, 0.085, -0.277, -0.646, 0.642, 0.121, -0.549, -0.057, -0.526], "energy_ha": -4015.9699, "multiplicity": 1, "e_lumo_ev": 0.39, "molar_mass_g_mol": 706.3}

=====

{"formula": "C5H14NO2", "method": "wB97M-V/def2-TZVPD", "species": ["C", "N", "C", "C", "C", "C", "O", "H", "H", "H", "H", "H", "H", "H", "H", "H", "H", "H", "H", "H", "H", "O"], "xyz": [[-1.604, -0.426, 1.717], [-0.192, -0.581, 1.513], [0.000, -0.778, -2.370], [-0.464, -0.349, -0.961], [0.401, -0.898, 0.168], [1.808, -0.153, 0.207], [1.766, 1.212, 0.251], [-2.075, 0.077, 0.878], [-1.874, 0.231, 2.553], [-2.083, -1.414, 1.834], [0.330, 0.203, 1.883], [-0.304, -1.819, -2.533], [-0.417, -0.129, -3.144], [1.104, -0.670, -2.288], [-0.385, 0.712, -0.813], [-1.532, -0.582, -0.875], [0.525, -1.985, 0.124], [2.266, -0.541, 1.127], [2.423, -0.523, -0.645], [0.179, 3.592, 0.267], [0.404, 2.026, 0.562], [-0.276, 2.793, 0.546]], "mulliken_charge": [-0.926, -0.462, -1.247, -0.161, -0.181, -0.788, -0.879, 0.309, 0.343, 0.268, 0.352, 0.287, 0.357, 0.263, 0.092, 0.490, 0.244, 0.355, 0.405, 0.250, 0.374, -0.745], "total_charge": -1, "energy_ha": -404.1323, "multiplicity": 1, "e_lumo_ev": 4.10, "molar_mass_g_mol": 120.2, "de_lowest_kj_mol": 58.5}

=====

{"formula": "C9H12N4O2", "method": "wB97M-V/def2-TZVPD", "species": ["C", "C", "C", "C", "C", "C", "C", "C", "C", "N", "N", "N", "N", "O", "O", "H", "H", "H", "H", "H", "H", "H", "H", "H", "H", "H", "H"], "xyz": [[0.854, 0.159, -3.357], [1.143, -0.715, -2.390], [0.127, 1.321, -3.039], [-0.233, 0.531, -0.825], [0.582, -0.626, -0.962], [-0.449, 1.482, -1.783], [-0.906, -0.924, 2.918], [0.873, -1.076, 0.376], [-1.098, 0.230, 2.362], [0.197, -1.322, 3.493], [-1.334, 2.685, -1.435], [1.680, -2.221, 0.275], [-1.742, 1.345, 2.321], [-1.420, 3.581, -2.238], [-1.808, 2.614, -0.316], [1.418, -0.045, -4.257], [1.661, -1.480, -2.802], [0.020, 2.066, -3.821], [-0.809, 0.673, 0.081], [-1.798, -1.597, 2.731], [0.349, -2.255, 3.728], [2.164, -2.497, 1.145], [2.501, -2.121, -0.390], [1.100, -2.968, -0.155], [-2.259, 1.759, 3.048], [0.841, -0.547, 3.892], [-1.654, 1.949, 1.401]], "mulliken_charge": [-0.735, -0.282, -0.263, 0.457, 0.332, -0.192, -0.240, -0.450, 0.454, -0.334, 0.961, -0.115, -0.150, -0.480, -0.709, 0.380, 0.406, 0.465, -0.089, 0.313, 0.233, 0.376, 0.408, 0.419, 0.246, 0.289, 0.302], "total_charge": 2, "energy_ha": -718.7201, "multiplicity": 1, "e_lumo_ev": -8.97, "molar_mass_g_mol": 208.2, "de_lowest_kj_mol": 205.1}